Entry 1:
{
  "formula": "C4H7NO",
  "method": "the ωB97M-V functional and the def2-TZVPD basis",
  "species": ["N", "C", "C", "C", "C", "O", "H", "H", "H", "H", "H", "H", "H"],
  "coordinates": [[0.03, -0.53, -2.60], [0.65, -0.62, -1.62], [1.25, -0.56, -0.29], [0.51, 0.68, 0.46], [-1.00, 0.48, 0.41], [-1.31, -0.65, 1.19], [1.06, -1.54, 0.19], [2.35, -0.54, -0.41], [0.86, 0.76, 1.50], [0.69, 1.67, 0.01], [-1.59, 1.36, 0.73], [-1.25, 0.34, -0.65], [-2.24, -0.87, 1.07]],
  "orbital_gap_ev": 11.41,
  "max_force_ev_per_a": 1.08,
  "smiles": "N#CCCCO",
  "energy_ha": -286.58281,
  "de_lowest_ev": 1.329,
  "total_charge": 0
}


Entry 2:
{
  "formula": "C4H7NO",
  "method": "the ωB97M-V functional and the def2-TZVPD basis",
  "species": ["H", "N", "C", "C", "H", "H", "H", "H", "C", "C", "O", "H", "H"],
  "coordinates": [[-0.07, -0.27, 2.41], [-0.14, -0.74, 1.55], [0.76, -0.82, 0.67], [2.22, -0.35, 0.68], [0.68, -1.43, -0.24], [2.15, 0.42, -0.06], [2.97, -1.08, 0.29], [2.44, -0.10, 1.63], [-2.67, 0.96, -1.37], [-1.40, 0.88, -1.51], [-0.22, 0.72, -1.47], [-3.34, 1.75, -1.22], [-3.39, 0.06, -1.36]],
  "orbital_gap_ev": 9.95,
  "max_force_ev_per_a": 3.78,
  "smiles": "[H]/N=C\\C.C=C=O",
  "energy_ha": -286.50992,
  "de_lowest_ev": 3.312,
  "total_charge": 0
}


Entry 3:
{
  "formula": "C4H7NO",
  "method": "the ωB97M-V functional and the def2-TZVPD basis",
  "species": ["C", "C", "C", "N", "C", "O", "H", "H", "H", "H", "H", "H", "H"],
  "coordinates": [[-0.54, 1.56, 0.16], [-0.57, 0.11, -0.31], [-1.56, -0.91, 0.09], [-1.66, -2.07, 0.02], [0.66, -0.81, -0.04], [1.84, -0.04, -0.15], [-1.51, 2.03, -0.04], [-0.31, 1.66, 1.22], [0.22, 2.11, -0.41], [-0.73, 0.12, -1.39], [0.26, -1.77, -0.63], [0.66, -1.29, 0.93], [2.42, -0.21, 0.61]],
  "orbital_gap_ev": 11.05,
  "max_force_ev_per_a": 3.10,
  "smiles": "C[C@H](C#N)CO",
  "energy_ha": -286.53203,
  "de_lowest_ev": 2.711,
  "total_charge": 0
}


Entry 4:
{
  "formula": "C4H7NO",
  "method": "the ωB97M-V functional and the def2-TZVPD basis",
  "species": ["O", "C", "C", "C", "N", "C", "H", "H", "H", "H", "H", "H", "H"],
  "coordinates": [[2.02, 0.68, 0.22], [0.91, 0.25, -0.50], [0.27, -1.15, -0.17], [-1.03, -0.42, -0.06], [-0.83, 0.47, 1.10], [-0.45, 0.92, -0.25], [1.72, 0.77, 1.14], [1.16, 0.29, -1.56], [0.58, -1.57, 0.79], [0.34, -1.90, -0.96], [-2.04, -0.68, -0.36], [-1.79, 0.57, 1.38], [-0.86, 1.78, -0.76]],
  "orbital_gap_ev": 10.50,
  "max_force_ev_per_a": 1.43,
  "smiles": "O[C@H]1C[C@H]2N[C@@H]12",
  "energy_ha": -286.52293,
  "de_lowest_ev": 2.958,
  "total_charge": 0
}


Entry 5:
{
  "formula": "C4H7NO",
  "method": "the ωB97M-V functional and the def2-TZVPD basis",
  "species": ["C", "C", "C", "O", "C", "N", "H", "H", "H", "H", "H", "H", "H"],
  "coordinates": [[1.64, -0.06, -0.59], [-0.02, -0.71, 0.49], [-1.21, -0.04, 1.17], [-1.49, 1.03, 0.25], [-0.89, 0.70, -0.94], [-0.08, -0.31, -0.85], [2.20, -0.94, -0.28], [1.83, 0.81, 0.04], [1.86, 0.17, -1.63], [0.26, -1.74, 0.70], [-1.01, 0.39, 2.15], [-2.11, -0.69, 1.26], [-0.98, 1.38, -1.77]],
  "orbital_gap_ev": [7.31, 7.10],
  "max_force_ev_per_a": 1.24,
  "energy_ha": -286.41983,
  "de_lowest_ev": 5.764,
  "total_charge": 0
}


Entry 6:
{
  "formula": "C4H7NO",
  "method": "the ωB97M-V functional and the def2-TZVPD basis",
  "species": ["C", "N", "C", "C", "C", "O", "H", "H", "H", "H", "H", "H", "H"],
  "coordinates": [[-1.82, -0.35, -0.20], [-1.37, 0.80, 0.57], [-0.54, 0.31, -0.52], [0.74, -0.43, -0.19], [1.97, 0.29, 0.15], [1.18, -0.33, 1.16], [-1.77, -1.34, 0.26], [-2.69, -0.19, -0.83], [-0.97, 0.50, 1.45], [-0.48, 0.98, -1.38], [0.84, -1.43, -0.61], [2.93, -0.19, -0.02], [1.98, 1.37, 0.15]],
  "orbital_gap_ev": 10.75,
  "max_force_ev_per_a": 0.31,
  "smiles": "C1N[C@H]1[C@H]1CO1",
  "energy_ha": -286.51993,
  "de_lowest_ev": 3.040,
  "total_charge": 0
}


Entry 7:
{
  "formula": "C4H7NO",
  "method": "the ωB97M-V functional and the def2-TZVPD basis",
  "species": ["C", "C", "C", "O", "C", "N", "H", "H", "H", "H", "H", "H", "H"],
  "coordinates": [[-0.96, -1.07, -0.19], [-0.13, 0.15, 0.20], [1.33, 0.04, -0.26], [-0.22, 0.25, 1.60], [-0.73, 1.37, -0.42], [-1.18, 2.32, -0.90], [-0.47, -1.97, 0.20], [-1.95, -0.99, 0.26], [-1.06, -1.16, -1.28], [1.92, 0.86, 0.16], [1.41, 0.09, -1.35], [1.74, -0.91, 0.09], [0.29, 1.02, 1.89]],
  "orbital_gap_ev": 12.08,
  "max_force_ev_per_a": 1.11,
  "smiles": "CC(C)(O)C#N",
  "energy_ha": -286.59704,
  "de_lowest_ev": 0.942,
  "total_charge": 0
}


Entry 8:
{
  "formula": "C4H7NO",
  "method": "the ωB97M-V functional and the def2-TZVPD basis",
  "species": ["C", "C", "N", "H", "H", "H", "C", "C", "O", "H", "H", "H", "H"],
  "coordinates": [[-1.26, -0.21, 1.03], [-2.24, 0.23, 0.34], [-1.52, -0.95, -0.25], [-0.49, -0.18, 1.77], [-2.99, 0.93, 0.01], [-2.05, -1.80, -0.02], [1.81, -0.54, -0.27], [1.77, 0.79, -0.33], [0.72, 1.55, -0.74], [2.70, -1.05, 0.06], [0.94, -1.13, -0.58], [2.61, 1.42, -0.04], [0.00, 0.95, -0.98]],
  "orbital_gap_ev": 9.90,
  "max_force_ev_per_a": 0.40,
  "smiles": "C1=CN1.C=CO",
  "energy_ha": -286.44378,
  "de_lowest_ev": 5.112,
  "total_charge": 0
}


Entry 9:
{
  "formula": "C4H7NO",
  "method": "the ωB97M-V functional and the def2-TZVPD basis",
  "species": ["N", "C", "C", "C", "C", "H", "H", "H", "H", "H", "O", "H", "H"],
  "coordinates": [[2.25, 0.17, -2.03], [1.51, 0.42, -1.16], [0.53, 0.65, -0.13], [-0.75, -0.52, -0.26], [-0.87, 0.90, -0.57], [0.93, 1.31, 0.67], [-1.49, -0.97, 0.42], [-0.37, -1.25, -0.96], [-1.42, 1.41, 0.22], [-1.07, 1.21, -1.57], [0.00, -0.96, 2.06], [0.21, -1.89, 1.91], [0.56, -0.50, 1.42]],
  "orbital_gap_ev": 10.71,
  "max_force_ev_per_a": 1.47,
  "smiles": "N#CC1CC1.O",
  "energy_ha": -286.50664,
  "de_lowest_ev": 3.402,
  "total_charge": 0
}


Entry 10:
{
  "formula": "C4H7NO",
  "method": "the ωB97M-V functional and the def2-TZVPD basis",
  "species": ["O", "C", "N", "C", "C", "C", "H", "H", "H", "H", "H", "H", "H"],
  "coordinates": [[0.71, 1.76, 2.59], [0.42, 1.39, 1.47], [-0.11, 0.16, 1.15], [-0.60, -0.17, -0.15], [-0.06, -1.41, -0.81], [0.28, -0.05, -1.35], [0.57, 2.02, 0.58], [-0.58, -0.34, 1.89], [-1.65, 0.02, -0.28], [0.72, -1.96, -0.29], [-0.78, -2.02, -1.35], [-0.20, 0.29, -2.26], [1.30, 0.30, -1.20]],
  "orbital_gap_ev": 10.70,
  "max_force_ev_per_a": 0.57,
  "smiles": "O=CNC1CC1",
  "energy_ha": -286.58349,
  "de_lowest_ev": 1.311,
  "total_charge": 0
}


Entry 11:
{
  "formula": "C4H7NO",
  "method": "the ωB97M-V functional and the def2-TZVPD basis",
  "species": ["C", "N", "C", "C", "C", "O", "H", "H", "H", "H", "H", "H", "H"],
  "coordinates": [[0.23, -0.04, 1.76], [1.06, -0.92, 0.95], [0.75, 0.40, 0.44], [-0.20, 0.54, -0.72], [-0.89, -0.79, -1.92], [-1.28, -0.39, -0.64], [-0.84, -0.26, 1.82], [0.68, 0.34, 2.67], [0.48, -1.61, 0.48], [1.59, 1.09, 0.40], [-0.57, 1.55, -0.91], [-1.39, -0.04, -2.61], [0.40, 0.20, -1.64]],
  "orbital_gap_ev": 9.32,
  "max_force_ev_per_a": 0.30,
  "energy_ha": -286.39902,
  "de_lowest_ev": 6.330,
  "total_charge": 0
}


Entry 12:
{
  "formula": "C4H7NO",
  "method": "the ωB97M-V functional and the def2-TZVPD basis",
  "species": ["C", "C", "C", "C", "N", "O", "H", "H", "H", "H", "H", "H", "H"],
  "coordinates": [[0.21, -0.46, -0.60], [-1.46, -1.23, 1.56], [-0.42, -1.74, 0.67], [1.13, 1.64, -0.60], [0.71, 0.45, 0.07], [-0.19, -1.63, 2.00], [-0.05, -0.63, -1.57], [-1.79, -0.14, 1.43], [-2.18, -1.98, 1.93], [-0.51, -2.71, 0.37], [0.88, 1.62, -1.79], [2.12, 1.81, -0.63], [0.73, 2.52, -0.25]],
  "orbital_gap_ev": 10.18,
  "max_force_ev_per_a": 8.10,
  "energy_ha": -286.44019,
  "de_lowest_ev": 5.210,
  "total_charge": 0
}


Entry 13:
{
  "formula": "C4H7NO",
  "method": "the ωB97M-V functional and the def2-TZVPD basis",
  "species": ["C", "C", "O", "C", "C", "N", "H", "H", "H", "H", "H", "H", "H"],
  "coordinates": [[-1.77, -1.00, 0.43], [-0.50, -0.49, -0.22], [-0.16, 0.76, 0.38], [1.12, 1.17, 0.19], [1.95, 0.70, -0.82], [2.77, 0.09, -1.52], [-2.56, -0.24, 0.39], [-2.11, -1.90, -0.08], [-1.58, -1.25, 1.48], [-0.65, -0.32, -1.30], [0.32, -1.20, -0.10], [1.30, 2.16, 0.59], [1.91, 1.35, -1.75]],
  "orbital_gap_ev": [8.03, 8.16],
  "max_force_ev_per_a": 1.73,
  "energy_ha": -286.42317,
  "de_lowest_ev": 5.673,
  "total_charge": 0
}


Entry 14:
{
  "formula": "C4H7NO",
  "method": "the ωB97M-V functional and the def2-TZVPD basis",
  "species": ["C", "O", "C", "C", "C", "N", "H", "H", "H", "H", "H", "H", "H"],
  "coordinates": [[-0.32, 1.17, 1.33], [0.45, 1.06, 0.14], [0.05, 0.07, -0.79], [1.04, -1.09, -0.89], [-1.27, -0.47, -0.37], [-2.21, -0.86, 0.18], [-0.21, 0.31, 2.00], [-1.38, 1.30, 1.12], [0.02, 2.09, 1.81], [-0.03, 0.57, -1.77], [2.05, -0.71, -1.09], [1.04, -1.66, 0.04], [0.76, -1.76, -1.71]],
  "orbital_gap_ev": 11.23,
  "max_force_ev_per_a": 1.42,
  "smiles": "CO[C@@H](C)C#N",
  "energy_ha": -286.56584,
  "de_lowest_ev": 1.791,
  "total_charge": 0
}


Entry 15:
{
  "formula": "C4H7NO",
  "method": "the ωB97M-V functional and the def2-TZVPD basis",
  "species": ["C", "C", "C", "O", "C", "N", "H", "H", "H", "H", "H", "H", "H"],
  "coordinates": [[-0.28, -1.91, -0.33], [0.36, -0.60, -0.73], [-0.38, 1.46, 0.53], [-1.34, 2.31, 0.88], [1.50, -0.15, -0.02], [2.21, 0.46, 0.68], [0.23, -2.80, -0.72], [-0.30, -2.02, 0.76], [-1.31, -1.94, -0.69], [0.45, -0.44, -1.81], [0.35, 1.80, -0.20], [-0.23, 0.68, 1.25], [-1.27, 3.15, 0.41]],
  "orbital_gap_ev": [8.48, 7.62],
  "max_force_ev_per_a": 0.91,
  "energy_ha": -286.46866,
  "de_lowest_ev": 4.435,
  "total_charge": 0
}


Entry 16:
{
  "formula": "C4H7NO",
  "method": "the ωB97M-V functional and the def2-TZVPD basis",
  "species": ["O", "C", "C", "C", "N", "H", "H", "H", "C", "H", "H", "H", "H"],
  "coordinates": [[-2.25, -1.27, 0.26], [-1.17, -0.89, 0.66], [-0.64, 0.33, 0.06], [-0.80, 1.60, -0.03], [-0.57, 0.86, -1.31], [-0.60, -1.39, 1.46], [-1.46, 2.32, 0.39], [-1.48, 0.62, -1.73], [1.80, -0.46, 0.04], [1.45, -0.82, -0.93], [2.76, 0.03, -0.06], [1.81, -1.27, 0.78], [1.15, 0.34, 0.41]],
  "orbital_gap_ev": [8.88, 8.88],
  "max_force_ev_per_a": 0.89,
  "smiles": "O=CC1=CN1.C",
  "energy_ha": -286.42158,
  "de_lowest_ev": 5.716,
  "total_charge": 0
}


Entry 17:
{
  "formula": "C4H7NO",
  "method": "the ωB97M-V functional and the def2-TZVPD basis",
  "species": ["C", "C", "C", "N", "C", "O", "H", "H", "H", "H", "H", "H", "H"],
  "coordinates": [[-0.20, -1.50, 0.52], [0.18, -0.07, 0.83], [1.20, 0.64, -0.01], [-0.18, 1.05, -0.01], [-1.01, 1.22, -1.10], [-0.69, 1.74, -2.14], [-1.26, -1.69, 0.74], [0.40, -2.16, 1.15], [-0.01, -1.75, -0.53], [0.15, 0.19, 1.89], [1.91, 1.33, 0.45], [1.56, 0.12, -0.90], [-2.05, 0.89, -0.89]],
  "orbital_gap_ev": 10.68,
  "max_force_ev_per_a": 0.45,
  "smiles": "C[C@H]1CN1C=O",
  "energy_ha": -286.56732,
  "de_lowest_ev": 1.750,
  "total_charge": 0
}


Entry 18:
{
  "formula": "C4H7NO",
  "method": "the ωB97M-V functional and the def2-TZVPD basis",
  "species": ["C", "C", "C", "O", "C", "N", "H", "H", "H", "H", "H", "H", "H"],
  "coordinates": [[0.24, 1.60, 0.08], [-0.02, -0.08, 0.14], [1.26, -0.54, -0.45], [2.03, 0.30, -0.85], [-0.94, -1.25, 0.73], [-1.37, -0.38, -0.31], [0.76, 2.05, -0.81], [-0.79, 1.92, 0.00], [0.80, 2.00, 0.92], [1.62, -1.58, -0.44], [-0.74, -2.30, 0.41], [-1.46, -1.25, 1.69], [-1.45, -0.80, -1.22]],
  "orbital_gap_ev": 10.35,
  "max_force_ev_per_a": 1.81,
  "smiles": "C[C@@]1(C=O)CN1",
  "energy_ha": -286.48451,
  "de_lowest_ev": 4.004,
  "total_charge": 0
}